41
Properties=species:S:1:pos:R:3 method="wB97M-V/def2-TZVPD" smiles=CN(Cc1nc2ccc(F)cc2[nH]1)Cc1nc(CC2CC2)no1 homo_ev=-8.41 de_lowest_kcal_mol=41.1 e_tot_ev=-29098.4561 charge=0
C -4.0426 -0.4397 1.0666
N -3.7711 -0.4805 -0.3588
C -2.9066 -1.5754 -0.7547
C -1.5185 -1.5251 -0.2038
N -0.4227 -1.2857 -0.8622
C 0.5411 -1.3563 0.1040
N 0.0519 -1.6285 1.2795
O -1.2914 -1.7448 1.0919
C 1.9889 -1.2098 -0.1744
C 2.5397 -2.5282 -0.6844
C 3.9669 -2.8870 -0.4061
C 2.8604 -3.6135 0.2967
H 2.6961 -3.4056 1.3427
H 2.6582 -4.6368 0.0193
H 4.5232 -3.4092 -1.1695
H 4.5619 -2.1906 0.1643
H 2.1237 -2.8250 -1.6396
H 2.1312 -0.4312 -0.9256
H 2.4922 -0.9235 0.7486
H -3.3770 -2.5047 -0.4195
H -2.8299 -1.5865 -1.8448
C -3.3638 0.8042 -0.9020
C -2.0009 1.2549 -0.4817
N -1.5983 1.3791 0.7494
C -0.2796 1.7479 0.6845
C 0.6381 1.9861 1.7006
C 1.9205 2.3374 1.3376
C 2.2676 2.4485 -0.0078
C 1.3902 2.2174 -1.0470
C 0.1057 1.8587 -0.6738
N -1.0171 1.5474 -1.3908
H -1.0804 1.4613 -2.3909
H 1.7015 2.3092 -2.0752
F 3.5405 2.7936 -0.3096
H 2.6759 2.5326 2.0820
H 0.3490 1.8911 2.7338
H -3.3978 0.7371 -1.9942
H -4.1051 1.5391 -0.5751
H -4.8470 0.2740 1.2381
H -3.1744 -0.1395 1.6616
H -4.3754 -1.4255 1.3858